Below is C21H47N5O2P2Pt as an isolated structure, with properties calculated with ωB97M-V/def2-TZVPD.

```
78
Properties=species:S:1:pos:R:3:forces:R:3:mulliken_charge:R:1
Pt -0.164 -0.173 -0.655 2.978 0.557 2.319 1.5902
C 0.724 -1.813 -1.190 1.052 -2.953 -2.678 0.1389
O 1.083 -2.821 -1.565 -0.552 1.988 1.090 -0.1918
C -0.706 1.341 0.895 -3.378 1.931 -2.471 -0.5174
O -1.465 2.297 0.823 0.044 -1.516 -0.405 -0.3295
P -2.056 -0.194 -1.720 -4.945 -0.892 -3.312 -0.6008
C -3.475 -0.923 -0.797 0.132 -0.101 1.032 0.2999
H -4.319 -0.821 -1.496 0.398 0.155 -0.020 0.8168
C -2.624 1.424 -2.364 0.777 1.182 0.421 1.1721
H -2.428 2.113 -1.522 -0.209 -0.021 -0.303 0.4139
C -1.799 -1.303 -3.156 0.748 -0.057 0.515 0.5691
H -1.550 -2.273 -2.691 -0.140 0.121 -0.114 0.5239
C 3.681 -0.772 -0.046 -0.767 -0.549 -1.530 0.9030
P 2.321 0.055 0.995 3.697 0.078 1.899 0.6871
H 3.290 -0.473 3.096 0.228 -0.092 -0.374 1.0070
H 3.324 -1.815 -0.151 0.123 0.431 0.088 0.5430
C 3.116 1.739 1.393 -1.226 0.550 -0.040 -0.1391
H 4.207 1.507 1.419 -0.679 0.026 -0.159 0.6035
C -1.847 1.920 -3.592 0.263 0.337 -0.181 -1.6194
H -2.330 1.599 -4.525 0.227 -0.036 0.307 0.3651
H -0.795 1.626 -3.614 -0.159 0.166 0.006 0.3484
H -1.865 3.016 -3.594 -0.109 -0.189 0.012 0.4821
C -4.133 1.408 -2.665 -0.741 -0.431 0.242 -1.5047
H -4.353 2.173 -3.418 0.237 0.005 0.163 0.4488
H -4.730 1.638 -1.776 0.085 -0.129 -0.188 0.3751
H -4.474 0.455 -3.089 0.046 0.443 0.079 0.3541
C -3.058 -1.483 -3.998 -0.410 -0.114 -0.311 -1.5838
H -3.940 -1.782 -3.423 0.186 0.055 -0.158 0.4287
H -2.852 -2.292 -4.705 -0.007 0.034 0.038 0.4620
H -3.285 -0.593 -4.596 0.043 -0.185 0.211 0.3767
C -0.609 -0.839 -4.011 0.088 -0.557 -0.518 -1.7759
H -0.157 -1.724 -4.470 -0.002 0.149 -0.043 0.4283
H 0.187 -0.335 -3.444 -0.006 0.065 -0.098 0.3983
H -0.939 -0.181 -4.824 0.249 -0.186 0.324 0.4147
C -3.295 -2.418 -0.487 -0.212 -0.189 -0.131 -1.1544
H -3.674 -3.047 -1.304 0.248 0.110 0.240 0.3197
H -3.865 -2.679 0.417 0.177 0.065 -0.299 0.4397
H -2.248 -2.688 -0.307 -0.099 -0.189 0.024 0.2269
C -3.829 -0.130 0.475 -0.111 0.149 -0.112 -1.6285
H -3.081 -0.292 1.266 -0.318 0.009 -0.208 0.3278
H -4.797 -0.496 0.854 0.371 0.128 -0.081 0.5537
H -3.938 0.946 0.285 0.043 -0.233 0.118 0.3908
C 5.056 -0.785 0.646 0.039 0.433 0.657 -1.6293
H 5.005 -0.862 1.738 0.188 -0.025 -0.274 0.4387
H 5.643 0.102 0.374 -0.223 -0.120 0.113 0.4772
H 5.607 -1.660 0.280 -0.225 0.030 -0.024 0.4247
C 3.776 -0.138 -1.444 0.169 -0.098 0.192 -1.3811
H 4.075 0.917 -1.385 0.003 -0.433 -0.145 0.3157
C 1.301 -0.888 3.544 -0.310 1.840 0.722 -0.8643
H 2.833 -0.222 -1.995 0.098 0.092 -0.092 0.2691
H 4.547 -0.675 -2.013 -0.185 0.153 0.060 0.4764
C 2.633 -2.455 2.331 0.442 -0.602 -0.024 -1.4717
H 0.407 -1.482 3.285 0.760 0.030 0.457 0.3868
H 1.495 -0.761 4.629 0.549 -1.685 -0.344 0.3435
H 1.127 0.169 3.502 -0.795 0.314 -0.081 -0.1424
C 2.464 -0.981 2.580 -1.351 -0.383 0.695 -0.1655
H 2.234 -2.991 3.205 0.333 0.008 -0.384 0.4670
H 3.684 -2.686 2.230 0.181 -0.473 -0.301 0.4000
H 2.067 -2.792 1.457 0.141 -0.172 0.019 0.3233
C 2.676 2.336 2.749 0.015 0.211 -0.152 -1.0635
H 1.643 2.723 2.796 0.752 -0.122 -0.241 0.5302
H 3.145 3.312 2.900 0.858 -0.362 0.211 0.5432
H 2.792 1.641 3.592 0.320 0.531 -0.089 0.3438
C 2.789 2.748 0.252 0.590 -0.122 0.002 -1.2418
H 2.952 2.347 -0.755 0.065 0.202 0.291 0.3265
H 3.448 3.613 0.399 -0.124 -0.088 -0.190 0.5344
H 1.776 3.178 0.250 -0.107 -0.160 0.339 0.3278
H -0.295 -1.520 1.022 -0.882 -0.383 -0.887 0.9474
H -0.959 -1.492 0.542 0.308 -0.796 0.282 -0.7160
N -1.795 0.823 4.871 1.043 1.176 -1.589 -0.5315
N -1.206 1.029 3.661 2.060 -2.875 0.844 0.9656
N -0.053 1.823 3.446 -2.932 -0.928 -1.407 -0.4853
C 0.362 1.347 2.215 0.041 0.794 0.225 -1.4541
N -0.546 0.240 1.804 1.047 2.789 1.667 1.3191
N -1.406 0.025 2.815 -0.577 2.031 0.709 -1.2553
H -2.051 -0.167 4.958 -0.176 0.532 0.326 0.3513
H -1.249 1.296 5.581 -0.348 0.036 0.559 0.3358
H 0.770 1.990 1.214 -0.134 -1.489 2.460 0.1907
```
Forces are in eV/Å.

2S+1: 5
Charge: +4
Gap between HOMO and LUMO (spin up / spin down): 5.9 / 4.8 eV
LUMO (spin up / spin down): -15.01 / -17.10 eV
HOMO (spin up / spin down): -20.870 / -21.918 eV
Molar mass: 658.67 g mol⁻¹
⟨S²⟩: 6.033
Energy relative to the best compared isomer or geometry (same formula, charge and spin): 2.650 eV

Below is C21H47OP3SZr as an isolated structure, with properties calculated with ωB97M-V/def2-TZVPD.

```
74
Properties=species:S:1:pos:R:3:forces:R:3:mulliken_charge:R:1
Zr 0.235 0.750 -0.230 1.764 -0.086 1.901 -1.1329
P -0.607 0.079 2.422 -1.020 -0.309 1.786 0.9753
P 1.491 -1.622 0.363 0.596 -2.080 0.182 1.2452
P -2.188 1.799 -0.100 -2.453 0.794 0.152 1.3773
H 0.329 0.856 -4.174 -0.194 -0.066 -0.024 0.5510
C -0.305 1.079 -3.321 0.891 0.084 -0.725 -1.0029
C 0.464 1.645 -2.178 -0.880 0.436 -1.984 -0.5381
H 1.511 1.551 -2.516 0.020 0.141 0.632 0.6384
C -1.812 -1.294 2.641 -0.124 -0.072 -0.512 -1.2539
C 0.614 -0.447 3.690 0.797 0.034 -0.211 -1.1940
C -1.424 1.377 3.437 -0.027 0.499 -0.130 -1.3502
C 2.522 -2.127 -1.059 0.033 0.521 -0.746 -1.2949
C 2.702 -1.899 1.716 0.380 0.723 0.605 -1.6225
C 0.485 -3.142 0.601 -0.616 0.277 -0.098 -1.5907
C -2.995 2.255 -1.686 0.492 -0.325 -0.377 -1.4375
C -2.163 3.423 0.764 0.667 -0.055 0.017 -1.3186
C -3.608 0.930 0.697 0.369 -0.427 -0.091 -1.1470
H -1.233 1.560 -3.622 -0.156 -0.458 0.281 0.4819
H 0.209 2.739 -2.132 0.137 -0.704 0.073 0.6232
H -2.016 -1.415 3.711 0.137 0.119 -0.122 0.4548
H -1.399 -2.234 2.260 -0.208 0.197 0.082 0.2482
H -2.759 -1.077 2.138 0.229 -0.189 0.140 0.3605
H 0.197 -0.255 4.687 -0.014 -0.043 -0.334 0.5619
H 1.548 0.123 3.602 -0.173 -0.224 0.144 0.2283
H 0.831 -1.520 3.622 -0.047 0.340 -0.047 0.3443
H -1.439 1.042 4.485 -0.015 0.055 -0.389 0.5724
H -2.458 1.567 3.129 0.391 0.006 0.161 0.4215
H -0.853 2.313 3.386 -0.203 -0.152 0.148 0.3417
H 3.533 -2.353 -0.698 -0.245 0.142 -0.291 0.5356
H 2.564 -1.324 -1.802 0.290 -0.197 -0.130 0.3415
H 2.110 -3.016 -1.547 0.006 0.186 0.130 0.4207
H 2.276 -2.549 2.493 0.106 0.311 -0.290 0.4499
H 3.034 -0.959 2.173 0.040 -0.310 0.008 0.3467
H 3.583 -2.399 1.295 -0.311 0.132 0.096 0.5691
H 1.046 -3.988 0.180 -0.110 0.246 0.206 0.5470
H -0.469 -3.048 0.070 0.073 -0.284 0.093 0.3947
H 0.305 -3.317 1.670 0.012 0.015 -0.375 0.5565
H -3.849 2.911 -1.462 0.314 -0.170 -0.036 0.6352
H -3.367 1.354 -2.194 0.083 0.206 0.121 0.4006
H -2.282 2.765 -2.343 -0.370 0.139 0.145 0.4350
H -2.946 4.045 0.309 0.238 -0.113 0.175 0.4905
H -1.184 3.899 0.623 -0.322 0.207 0.014 0.3162
H -2.342 3.313 1.839 0.004 0.025 -0.335 0.3673
H -4.539 1.347 0.286 0.306 -0.055 0.160 0.5342
H -3.593 1.040 1.786 -0.140 -0.023 -0.435 0.4393
H -3.558 -0.138 0.449 -0.246 0.255 0.006 0.2164
C -1.161 -2.674 -2.935 1.496 -1.402 1.283 -0.1417
C -2.260 -3.166 -2.220 -0.568 0.055 -0.285 -0.0167
C -2.604 -4.515 -2.417 0.255 0.505 0.364 -0.7713
C -1.747 -5.335 -3.164 -0.321 -0.154 0.290 -0.3361
C -0.485 -4.882 -3.544 0.619 0.372 0.009 -0.8499
C -0.132 -3.543 -3.359 -0.960 -0.017 -0.461 -0.2164
S -1.057 -0.980 -3.350 -0.667 1.350 0.329 0.0935
H -1.535 -1.000 -4.595 0.049 0.273 -0.258 0.2954
H -2.799 -2.463 -1.563 -0.300 -0.562 -0.729 0.4756
H -3.523 -4.918 -1.984 0.352 0.154 -0.126 0.4518
H -2.041 -6.368 -3.373 0.122 0.389 0.059 0.4523
H 0.232 -5.552 -4.015 -0.167 0.038 0.184 0.4699
H 0.847 -3.134 -3.583 -0.157 -0.213 -0.526 0.6299
C 3.521 3.145 -0.880 -0.060 -0.219 -0.040 -1.4564
C 3.018 1.885 -0.185 1.224 0.389 -0.245 -0.1890
O 1.700 2.103 0.447 -0.580 -1.529 -0.592 0.1343
C 1.679 3.178 1.412 -0.007 1.545 1.309 -0.0082
C 2.803 3.084 2.433 0.131 -0.138 0.114 -1.0929
H 2.773 3.535 -1.579 0.200 0.043 0.096 0.3400
H 4.434 2.915 -1.441 -0.194 -0.155 -0.004 0.4909
H 3.824 3.923 -0.173 -0.241 -0.108 -0.061 0.3912
H 2.906 1.049 -0.890 -0.201 0.066 0.072 0.1839
H 3.709 1.552 0.596 -0.262 0.018 -0.076 0.6111
H 0.702 3.142 1.912 0.153 -0.196 -0.214 0.0319
H 1.724 4.124 0.859 0.003 -0.252 -0.007 0.4640
H 2.700 3.896 3.168 -0.197 -0.252 -0.212 0.4763
H 2.772 2.122 2.977 0.105 0.430 -0.200 0.1815
H 3.796 3.239 1.987 -0.330 -0.171 0.151 0.3662
```
Forces are in eV/Å.

Charge: +4
Gap between HOMO and LUMO: 5.8 eV
LUMO: -14.13 eV
HOMO: -19.912 eV
Molar mass: 531.82 g mol⁻¹
Energy relative to the best compared isomer or geometry (same formula, charge and spin): 0.000 eV